C33H47N6O4S2Si2TeW as an isolated structure, computed with ωB97M-V/def2-TZVPD.

Geometry as XYZ:
```
96
C33H47N6O4S2Si2TeW (ωB97M-V/def2-TZVPD)
H -6.36 -0.92 4.29
H -1.40 -1.69 0.78
H -4.17 1.01 5.57
H -6.15 2.12 3.41
H -5.64 -0.51 -2.02
H 2.51 -2.72 -4.89
H 1.93 3.44 2.93
C 2.34 1.34 3.16
C 0.74 3.66 -1.34
Te -1.97 1.33 1.25
N 0.67 6.22 -1.63
H -4.02 2.62 0.31
H -2.22 1.55 -3.45
H -6.00 1.61 1.74
H 8.25 -1.54 -0.76
O 2.60 0.18 0.40
H -4.48 3.46 -2.82
C 3.29 0.35 3.29
H -5.85 2.94 -1.83
H -4.77 2.65 2.47
C 1.67 -1.38 2.82
O 5.28 -3.74 0.36
N 2.04 -1.67 -1.72
C 0.80 -3.16 -3.68
H 3.73 -1.75 3.25
C 1.02 0.96 2.86
C -3.20 2.18 -0.26
C 2.85 -2.10 -2.86
H 2.46 -1.09 -1.02
C -1.28 -1.70 -0.30
H -2.00 -1.00 -0.72
C 0.68 -0.39 2.70
C 2.68 2.79 3.38
O 7.38 -3.69 -0.14
H -3.22 0.14 -3.77
H -2.61 -1.01 2.34
C -3.25 -0.25 1.89
H -6.18 -1.41 2.61
W 0.72 0.72 0.18
H 1.42 -2.42 2.70
C -3.50 0.71 4.76
H 3.62 -1.34 -3.02
H 1.15 -4.17 -3.46
C -5.63 -1.15 3.52
N 0.09 -1.23 -0.58
H -0.35 -0.70 2.60
C 0.72 -1.84 -1.61
H -5.57 2.20 -3.40
H 0.07 -3.22 -4.49
C -5.05 -0.15 -1.18
H 0.24 1.71 2.94
H -1.32 -4.10 -2.72
H 1.59 -1.29 -4.39
H -5.74 0.14 -0.39
H 4.18 -1.66 0.49
N 1.42 3.49 -4.80
H -0.93 -3.83 -0.33
H -2.60 3.02 -0.61
C 2.96 -1.00 3.13
C -5.07 2.59 -2.51
H -3.74 -0.71 1.03
H 4.31 0.62 3.55
N 6.31 -3.16 0.08
H 2.72 3.01 4.45
C 7.33 -1.01 -0.58
H -1.98 -2.47 -2.86
Si -4.49 0.30 3.23
C 0.71 5.08 -1.51
O 3.52 2.21 0.11
C 7.22 0.36 -0.78
N 0.09 -2.62 -2.51
H -2.81 1.54 4.58
C -1.56 -3.09 -0.83
C 3.64 1.01 0.14
C 6.22 -1.70 -0.13
C 1.96 -2.27 -4.07
H -2.93 -0.15 5.11
C 1.21 3.21 -3.70
S 0.90 1.09 -2.04
H -1.95 0.06 -2.55
H 5.92 2.08 -0.69
C 0.96 2.80 -2.36
C 5.02 -1.08 0.13
Si -3.99 1.29 -1.74
H -4.46 -1.00 -0.81
H 8.08 0.92 -1.13
C -5.43 1.81 2.65
C 6.02 1.01 -0.54
H 3.65 3.03 2.95
C -1.27 -3.09 -2.31
H -5.07 -2.03 3.84
H 3.36 -3.04 -2.62
S 0.34 3.02 0.22
H -2.60 -3.35 -0.64
C 4.92 0.29 -0.09
C -2.72 0.70 -2.98
```

The HOMO-LUMO gap (spin up / spin down) is 6.723 / 6.718 eV. Its highest occupied orbital energy (spin up / spin down) is -10.68 / -10.67 eV. The total energy is -98654.4503 eV. The net charge is +1. The LUMO energy (spin up / spin down) is -4.0 / -4.0 eV.

=====

C33H48GeLiN2O5S3Si as an isolated structure, computed with ωB97M-V/def2-TZVPD.

Geometry as XYZ:
```
94
C33H48GeLiN2O5S3Si (ωB97M-V/def2-TZVPD)
N 3.23 -1.63 -0.33
C -3.19 1.56 3.96
C -3.66 0.86 -4.84
H 1.51 -0.47 6.18
H -2.51 3.31 -3.36
C -1.64 -3.07 4.16
H -4.32 -1.02 -5.63
H 4.17 0.62 -1.69
H -3.83 0.73 -2.66
C 5.35 -1.09 0.71
H 3.31 -3.05 -1.84
Si -0.07 -1.04 2.69
H -2.71 3.98 -1.76
S 2.43 1.99 -0.76
C 5.26 -2.74 -1.05
C 7.45 -2.19 0.00
H 3.18 -1.48 4.59
H -5.87 -0.47 -3.73
H -0.66 1.22 -4.38
H -1.43 5.53 -3.11
H 0.70 3.32 -3.37
C -6.03 -0.06 -4.73
H 3.34 3.23 1.04
O 0.52 -1.03 1.23
H -3.89 1.65 4.78
C -0.41 -3.81 2.26
H -1.98 -2.29 4.84
C 6.07 -2.01 -0.11
C -0.83 -5.11 2.48
H -0.51 -5.90 1.82
H 1.07 1.50 3.87
H 5.86 -0.50 1.46
H -2.35 -0.24 4.72
H 5.71 -3.46 -1.72
C 1.82 0.72 3.74
C -1.40 0.32 2.87
H 2.75 -1.74 2.89
H -3.32 -0.76 -3.44
H -2.01 -6.41 3.72
C -1.35 2.29 -1.81
H 3.45 -0.25 1.19
C -2.08 -4.37 4.39
C -3.22 0.32 -3.47
O 1.52 -1.31 -3.93
H -6.46 0.94 -4.62
H -0.44 4.91 -1.80
O 0.26 0.01 -2.25
H 4.52 2.05 0.45
H 4.25 3.57 -0.44
C -4.72 -0.01 -5.51
C -1.96 3.55 -2.43
H -1.90 1.98 -0.92
H -2.24 3.12 1.11
H -6.77 -0.69 -5.23
H -0.07 0.08 5.61
H -2.74 -4.58 5.23
H 3.88 2.07 -2.70
H -3.85 3.36 2.98
C -3.17 2.52 2.95
H -4.06 1.87 -4.73
C -1.67 -5.40 3.55
S 0.42 -1.36 -3.00
C 2.35 -1.71 3.91
O 0.56 -2.36 -1.95
S -2.38 -2.04 0.03
C 3.41 1.28 -2.10
H -4.92 0.36 -6.53
C -1.40 1.29 1.86
H 0.28 -1.66 5.72
C -2.19 -0.87 -0.93
H 2.74 0.70 -2.72
Li 1.23 -1.36 -0.41
H -0.71 1.18 1.04
H 0.24 -3.59 1.42
C 3.77 2.78 0.15
O -0.91 -1.41 -3.67
H -0.31 3.89 -4.69
C 0.14 4.18 -3.74
Ge -1.32 0.74 -3.05
H -2.80 0.95 -5.51
C -0.92 4.63 -2.74
H 1.99 -2.72 4.15
H 2.18 0.78 2.71
N 8.60 -2.35 0.09
H 2.66 0.95 4.41
H 0.85 4.99 -3.94
H -0.32 2.47 -1.49
C 3.91 -2.51 -1.11
C -2.31 0.48 3.91
C 3.99 -0.95 0.56
C 0.70 -0.68 5.46
C -2.27 2.38 1.90
C -0.80 -2.76 3.10
C 1.25 -0.67 4.04
```

The spin multiplicity is 2. For the energy relative to the best compared isomer or geometry (same formula, charge and spin), the calculation gives 8.62 kcal per mole. The HOMO-LUMO gap (spin up / spin down) is 3.775 / 7.540 eV. Its highest occupied orbital energy (spin up / spin down) is 0.29 / -3.47 eV. The total energy is -145326.4713 eV. The net charge is -2. The LUMO energy (spin up / spin down) is 4.1 / 4.1 eV.

=====

C33H48N2O10P2SZn as an isolated structure, computed with ωB97M-V/def2-TZVPD.

Geometry as XYZ:
```
97
C33H48N2O10P2SZn (ωB97M-V/def2-TZVPD)
H 2.57 4.49 4.67
O -0.52 2.15 0.45
H -2.97 -0.55 -1.86
N -1.96 -0.61 1.40
H 0.01 6.81 -1.89
C -2.34 -0.24 -1.01
C -2.65 -1.12 0.20
H 5.37 -2.98 3.99
O 0.82 -2.05 0.45
H -1.24 6.94 -0.63
C -0.64 -1.59 -2.06
Zn 0.02 -0.18 0.62
P -0.73 3.32 1.37
H 2.81 3.20 3.48
C 5.42 -2.22 1.98
C -1.44 4.49 -1.82
N -0.92 -0.32 -1.37
C -0.28 6.49 -0.89
H 1.69 4.69 -0.34
H -0.99 -2.44 -1.48
O -1.86 3.38 2.32
H -0.83 3.02 4.35
C 1.60 -0.50 3.02
H -2.30 -2.14 0.03
C 3.48 -0.95 1.28
H -0.88 5.36 3.44
C 3.47 2.55 0.49
H -2.82 -1.91 2.83
C 0.19 5.44 3.59
P 2.65 -0.03 -0.09
C 4.32 3.65 0.50
H -3.74 -1.14 0.37
H 6.84 2.43 -1.38
H 6.39 -2.65 1.75
C 5.06 1.36 -0.86
C 3.62 -1.84 3.50
H 0.47 6.84 -0.17
H 0.49 3.41 5.48
O -0.91 -3.76 0.39
H -3.67 0.20 2.33
C 0.83 4.06 3.46
H -1.11 4.63 -2.85
C 5.90 2.47 -0.85
H 3.56 -2.82 -4.98
C -2.68 0.53 1.97
H 3.14 -2.91 -0.72
C 3.83 1.39 -0.19
C 4.73 -1.50 1.02
C 3.45 -2.30 -4.03
H -1.65 3.43 -1.66
C 3.13 -0.96 -1.60
S 0.56 -3.57 0.33
H 5.36 0.47 -1.40
C 2.92 -1.10 2.55
O 0.69 3.55 2.12
O 1.05 0.37 2.25
O 1.07 -4.00 -0.98
H 3.35 -0.35 -4.95
C 3.15 -0.25 -2.82
C 5.53 3.62 -0.17
C -0.39 4.97 -0.83
H 3.04 0.83 -2.81
H -2.57 0.81 -0.79
H -1.14 -1.59 -3.04
H 6.18 4.48 -0.17
H -1.16 0.77 -3.17
H 5.18 -1.39 0.04
C 0.98 4.35 -1.10
C 3.24 -2.34 -1.63
H 0.39 5.85 4.58
H 0.50 0.64 -2.55
H -2.80 1.33 1.25
H 2.53 2.58 1.02
H -2.37 5.04 -1.67
H 1.34 4.66 -2.08
H -1.21 -1.25 3.24
C -0.54 0.77 -2.26
H -2.11 0.94 2.80
H 0.60 6.12 2.84
H 3.42 -4.09 -2.84
C 4.86 -2.40 3.23
H 4.02 4.54 1.04
O -0.87 4.69 0.49
H 0.66 2.08 4.31
C 3.40 -3.00 -2.85
H -1.36 -2.53 2.01
O 1.20 -0.79 4.14
H -0.64 1.71 -1.73
C 2.34 4.17 3.66
H 0.94 3.26 -1.05
C 3.33 -0.91 -4.02
H 0.43 -1.72 -2.19
C -1.83 -1.64 2.44
C 0.25 3.07 4.47
H 2.77 4.89 2.96
H 3.14 -1.96 4.47
O 1.26 -4.22 1.43
```

For the energy relative to the best compared isomer or geometry (same formula, charge and spin), the calculation gives 3.45 kcal per mole. The HOMO-LUMO gap is 6.764 eV. Its highest occupied orbital energy is -2.57 eV. The total energy is -136295.8586 eV. The net charge is -2. The LUMO energy is 4.2 eV.

=====

C33H49BCuN10OP as an isolated structure, computed with ωB97M-V/def2-TZVPD.

Geometry as XYZ:
```
96
C33H49BCuN10OP (ωB97M-V/def2-TZVPD)
C -2.06 0.66 -3.76
H 3.57 0.98 0.57
H -2.62 -0.22 -4.09
H 4.64 0.46 3.04
H 0.66 -3.23 -1.97
H -0.41 -4.67 -5.27
C 0.20 -2.26 -3.83
C -0.62 0.57 -4.30
N 0.82 3.08 0.52
C 2.69 -0.56 -5.17
H -2.07 0.65 -2.67
N 1.48 -0.20 2.64
H 3.39 -2.46 -4.44
H -2.47 2.78 -3.64
H 1.49 5.06 0.79
C 0.55 -2.42 4.80
H -1.96 0.75 4.65
H 2.92 0.40 -1.83
H -3.47 2.55 3.23
H 4.10 -1.98 -5.96
H 2.51 -0.50 4.46
H 0.53 -2.35 -4.87
C 4.58 0.02 -3.18
H 0.28 0.76 -6.26
H -2.33 2.49 0.73
C -2.71 1.94 -4.30
C 1.18 2.82 -1.56
H 1.20 2.31 -2.51
H -2.71 0.28 -6.44
C -0.40 -4.94 -4.21
C -1.30 -2.64 -3.75
H 4.60 1.03 -3.61
C -2.64 1.96 2.89
N 0.71 2.20 -0.49
H 0.80 -3.19 4.09
H -1.39 2.93 -5.71
C -2.06 1.93 1.62
N -0.43 -1.74 1.99
C 0.25 -1.11 6.53
H -1.79 -2.37 -4.69
H 1.21 -5.36 -2.82
O 0.23 -0.36 -1.87
H 1.75 -4.74 -4.36
H 3.09 0.28 -5.74
C -1.90 1.05 3.62
H -1.67 1.17 -7.52
C 0.98 -4.64 -3.59
C -1.21 -2.82 2.20
H -2.48 -4.45 -3.82
C 3.17 -0.26 -2.67
C -2.25 2.25 -5.73
H -1.44 -4.36 -2.42
C 3.79 -1.60 -4.99
H -3.80 1.82 -4.27
C -1.62 -3.30 0.98
H -3.04 2.79 -6.27
H 0.19 -0.67 7.51
H 2.08 -2.90 -2.92
N -0.12 -0.40 5.48
C 5.00 -1.02 -4.24
H -2.24 -4.16 0.79
H 3.11 -1.28 -2.28
C 3.63 0.31 2.71
H 5.29 0.03 -2.35
N 0.06 -1.22 4.41
C 1.35 4.24 0.11
H -1.80 -2.07 -2.97
H -0.62 -0.74 -6.05
C -0.63 0.33 -5.82
H 1.02 -3.19 6.80
H 5.55 -1.83 -3.76
H 2.07 1.06 -3.92
H -0.60 -6.01 -4.16
C -1.06 -2.43 0.05
H -1.14 -2.41 -1.02
C -1.87 0.98 -6.47
H 0.50 2.80 1.43
C -1.48 -4.15 -3.49
N -1.05 1.07 1.58
C 2.57 -0.18 3.43
C 3.09 0.58 1.45
H 2.02 4.85 -1.90
C 0.68 -2.40 6.16
N -0.95 0.54 2.82
Cu 0.26 0.29 0.03
C 2.16 -0.02 -3.81
H 5.68 -0.55 -4.95
N -0.35 -1.50 0.67
N 1.80 0.27 1.42
B 0.04 -0.65 3.00
C 1.04 -3.23 -2.99
P 0.47 -0.53 -3.36
H -0.17 1.55 -4.11
H 1.88 -0.97 -5.78
H -1.42 -3.16 3.20
C 1.60 4.11 -1.24
```

The spin multiplicity is 2. For the energy relative to the best compared isomer or geometry (same formula, charge and spin), the calculation gives 2.49 kcal per mole. The HOMO-LUMO gap (spin up / spin down) is 9.788 / 8.302 eV. Its highest occupied orbital energy (spin up / spin down) is -11.39 / -11.39 eV. The total energy is -106569.8343 eV. The net charge is +1. The LUMO energy (spin up / spin down) is -1.6 / -3.1 eV.

=====

C33H49BN10O3PdS3 as an isolated structure, computed with ωB97M-V/def2-TZVPD.

Geometry as XYZ:
```
100
C33H49BN10O3PdS3 (ωB97M-V/def2-TZVPD)
C 0.38 3.31 -5.20
N -1.99 -2.65 2.60
H 2.04 -0.50 -2.65
H 2.74 2.06 5.78
C -0.84 -2.44 1.91
H -3.28 -1.19 0.48
C -0.28 2.55 -6.16
C 2.68 -4.17 -0.73
H 3.66 -3.22 -4.34
C 2.04 -1.49 -3.08
N 0.20 -2.79 2.69
H 4.78 -1.28 -3.29
H -2.69 5.00 -3.00
H -4.99 4.18 -2.74
H -3.38 -2.93 0.17
C -4.21 -3.68 2.67
C 1.64 2.96 3.41
C 3.98 2.72 2.60
H 2.25 -5.08 1.24
C 3.43 2.50 5.06
C -0.05 1.59 -3.56
S 0.25 0.32 2.58
C 1.88 -0.09 3.04
N -2.18 1.32 0.77
H 4.16 -4.23 -3.00
C -0.81 1.31 -5.83
N -3.18 2.98 -0.17
H 2.23 -1.39 -4.15
N 2.86 0.73 3.46
H -4.81 -2.05 0.71
H -1.64 -0.77 -4.98
H -4.74 1.95 -3.71
H -3.77 4.87 -0.68
C -0.71 0.82 -4.53
H 4.96 2.27 2.76
H -2.94 3.67 -4.14
H 2.22 -3.56 3.16
H 5.22 -2.25 -1.88
N 2.17 -2.95 1.03
H 3.65 2.50 1.59
H -5.46 1.79 -2.11
H 3.46 3.57 5.23
C 3.65 -1.33 3.45
C 2.37 -2.12 -0.01
N 2.70 -2.86 -1.10
H -4.92 -0.98 2.93
C -3.72 -2.12 0.82
H 2.93 -4.97 -1.40
C -3.45 -2.41 2.29
B 1.74 -2.68 2.50
C 2.35 -4.23 0.58
C 2.96 2.24 3.63
H 4.23 -2.22 3.53
H -5.26 -3.55 2.40
H 1.83 4.02 3.60
C 3.97 -0.04 3.72
H -3.27 -0.34 2.90
H 4.43 2.11 5.25
C 4.45 -1.61 -2.31
S 2.26 -0.39 0.02
Pd 0.08 0.28 0.28
H -2.03 3.40 -2.66
C 3.36 -3.59 -3.36
C -0.29 -3.19 3.90
H -1.31 0.72 -6.59
H 4.33 -0.72 -1.69
N -1.90 3.33 -0.02
H -4.27 1.21 0.32
C -3.88 -1.21 3.14
N -1.32 2.34 0.54
H 2.45 -4.17 -3.49
S -0.70 -1.86 0.28
H -2.37 -3.36 4.59
O -0.65 0.23 -1.67
C -4.12 3.85 -0.87
C 0.49 2.83 -3.92
O 0.93 1.72 -1.39
C -3.34 1.74 0.32
H 4.09 3.80 2.70
C -2.89 3.93 -3.08
C -4.55 2.09 -2.64
H -4.19 -3.88 3.74
N 2.34 -1.35 3.03
H 0.79 4.28 -5.46
H -3.74 1.41 -2.37
H 4.89 0.37 4.09
H 0.86 2.63 4.10
H 0.36 -3.52 4.69
O -1.21 -0.39 -4.20
H -0.37 2.91 -7.17
C -4.18 3.55 -2.37
H -3.82 -4.54 2.14
C -1.64 -3.11 3.85
H 1.05 -1.94 -2.96
H -5.09 3.73 -0.39
C 0.10 1.17 -2.15
C 3.13 -2.37 -2.47
H -3.79 -1.42 4.20
H 1.00 3.40 -3.15
H 1.27 2.88 2.39
```

For the energy relative to the best compared isomer or geometry (same formula, charge and spin), the calculation gives 30.63 kcal per mole. The HOMO-LUMO gap is 5.300 eV. Its highest occupied orbital energy is -12.87 eV. The total energy is -92712.0585 eV. The net charge is +2. The LUMO energy is -7.6 eV.